[1]
{
  "formula": "C6H10N2O5",
  "method": "ωB97M-V with the def2-TZVPD basis set",
  "elements": ["O", "O", "O", "O", "O", "N", "N", "C", "C", "C", "C", "C", "C", "H", "H", "H", "H", "H", "H", "H", "H", "H", "H"],
  "xyz": [[0.42786, 2.41898, -0.78434], [1.65802, -0.16185, -0.56080], [0.07769, -0.45171, -2.14788], [-0.94013, 3.56527, 0.36854], [-0.94657, -0.91302, 0.48235], [-0.47943, 2.52161, 0.03730], [-0.58380, 0.22267, 0.09591], [0.47295, -0.10975, -1.11825], [-3.19174, 0.97629, 1.31479], [-0.99032, 1.36763, 0.65446], [2.93440, -2.33825, -1.02051], [-1.89716, 1.42130, 1.82214], [2.78104, -0.80249, -1.15896], [-1.45699, 0.71043, 2.62573], [3.57482, -0.26770, -0.58826], [3.14218, -2.86612, -2.06718], [-3.08776, -0.06616, 1.03023], [-4.01503, 1.06628, 2.09226], [2.04337, -2.71026, -0.47541], [-1.75732, 2.49437, 2.29893], [-3.28650, 1.43518, 0.27689], [2.64179, -0.54152, -2.24631], [3.72139, -2.72275, -0.35051]],
  "forces_ev_per_angstrom": [[-0.01, -0.38, -0.28], [-1.69, 0.05, 1.72], [-0.80, -0.31, -1.85], [-1.02, 1.94, 0.69], [-0.20, 0.49, 0.37], [1.44, -0.31, -0.95], [0.64, -0.14, -0.19], [0.48, 0.81, 2.67], [-2.22, -0.16, -0.76], [1.55, -2.38, -0.70], [-0.36, -1.08, -0.80], [3.18, 1.18, 2.57], [1.02, 0.21, -1.40], [-0.74, 0.91, -1.26], [-0.16, -0.40, -1.19], [-0.93, 1.17, 2.29], [-0.16, -0.34, 0.37], [0.67, 0.18, -1.49], [0.04, -0.12, -0.95], [-0.85, -2.11, -1.16], [-1.06, 0.07, 1.57], [1.04, -0.15, 1.00], [0.14, 0.87, -0.30]],
  "lowdin_charge": [0.078, 0.011, 0.226, 0.115, 0.009, -0.351, -0.031, -0.439, -0.114, -0.181, -0.065, -0.212, -0.186, 0.152, 0.138, 0.121, 0.064, 0.108, 0.081, 0.158, 0.115, 0.139, 0.064],
  "lumo_ev": [-0.92, -0.91],
  "smiles": "CCOC(=O)/[N+]([O-])=C(/CC)[N+](=O)[O-]",
  "total_charge": 0,
  "homo_ev": [-9.6, -9.6],
  "homo_lumo_gap_ev": [8.729, 8.728]
}

***

[2]
{
  "formula": "C4H10O2S",
  "method": "ωB97M-V with the def2-TZVPD basis set",
  "elements": ["S", "O", "O", "C", "C", "C", "C", "H", "H", "H", "H", "H", "H", "H", "H", "H", "H"],
  "xyz": [[1.76666, -0.54850, -2.46795], [1.88585, 3.22541, 1.89487], [-1.93655, -2.73171, 0.70290], [0.08254, -0.92826, -0.27073], [-2.16886, -1.56372, 0.81940], [0.26182, -0.12942, -1.54281], [-1.17131, -0.46691, 0.55765], [0.97880, -0.93761, 0.35935], [-1.63310, 0.39166, 0.07939], [-3.14895, -1.23010, 1.22997], [-0.74600, -0.16690, 1.50915], [2.44054, 3.40038, 1.11911], [0.34136, 0.92126, -1.25400], [-0.57608, -0.24529, -2.22134], [-0.03780, -2.01198, -0.40678], [1.03299, 3.01672, 1.49721], [2.62809, 0.00496, -1.60539]],
  "forces_ev_per_angstrom": [[-0.05, -0.08, -0.18], [0.07, -0.01, -0.57], [0.02, -0.39, -0.19], [-0.74, -1.13, 0.80], [-0.19, 0.49, 0.51], [0.55, 0.17, 0.59], [1.52, -0.44, -0.83], [-0.03, 0.65, -0.14], [-0.28, 0.17, 0.16], [0.10, -0.01, -0.18], [-0.50, 0.32, 0.49], [-0.03, -0.01, 0.37], [-0.17, 0.06, -0.29], [-0.10, -0.04, -0.11], [-0.11, 0.26, -0.65], [-0.04, 0.01, 0.19], [0.00, -0.02, 0.04]],
  "lowdin_charge": [0.695, -0.063, 0.059, -0.276, -0.269, -0.596, -0.149, 0.105, 0.106, 0.122, 0.114, 0.038, 0.065, 0.073, 0.101, 0.024, -0.150],
  "lumo_ev": 0.31,
  "smiles": "O=CCCCS.O",
  "total_charge": 0,
  "homo_ev": -9.2,
  "homo_lumo_gap_ev": 9.558
}

***

[3]
{
  "formula": "C3HO3Yb",
  "method": "ωB97M-V with the def2-TZVPD basis set",
  "elements": ["Yb", "O", "O", "O", "C", "C", "C", "H"],
  "xyz": [[-1.53918, 0.36019, -3.69710], [-0.38339, 1.56990, 0.37996], [3.17080, 0.51865, -0.45928], [-0.66098, 1.36945, -1.77875], [0.96996, 1.47377, 0.21290], [2.10601, 1.15880, -0.04224], [-1.25382, 1.36203, -0.66960], [3.49348, 0.87023, -1.29930]],
  "forces_ev_per_angstrom": [[0.14, 0.60, 1.01], [3.92, 0.43, 1.75], [-1.56, 1.43, 1.70], [-1.04, -0.48, -0.75], [-4.93, 0.67, 0.57], [2.80, -2.30, -1.75], [0.47, -0.51, -2.13], [0.20, 0.16, -0.40]],
  "lowdin_spin": [0.002, 0.143, 0.163, 0.061, 0.224, 0.257, 0.150, 0.001],
  "spin_multiplicity": 2,
  "lumo_ev": [-10.21, -11.28],
  "total_charge": 2,
  "homo_ev": [-17.5, -16.7],
  "homo_lumo_gap_ev": [7.311, 5.421]
}

***

[4]
{
  "formula": "C20H29N3O3",
  "method": "ωB97M-V with the def2-TZVPD basis set",
  "elements": ["O", "O", "O", "N", "N", "N", "C", "C", "C", "C", "C", "C", "C", "C", "C", "C", "C", "C", "C", "C", "C", "C", "C", "C", "C", "C", "H", "H", "H", "H", "H", "H", "H", "H", "H", "H", "H", "H", "H", "H", "H", "H", "H", "H", "H", "H", "H", "H", "H", "H", "H", "H", "H", "H", "H"],
  "xyz": [[0.75331, 0.45688, 1.84121], [0.70075, 3.76609, -1.66377], [1.34583, -2.99231, 1.37451], [1.06793, -0.67449, -0.08822], [0.51026, 3.04390, 0.47414], [-2.23108, 1.65922, 0.41166], [1.63072, -3.00876, 0.03783], [2.60330, -3.07028, -4.13496], [-2.51460, 3.06421, 0.63645], [-2.46911, 0.80505, 1.56716], [1.50455, 1.55779, -1.11208], [0.85742, 2.91039, -0.81541], [1.88055, -1.87023, -2.06415], [-2.57718, -0.61076, 0.99347], [1.10319, -0.55621, 1.25732], [2.26035, -3.05887, -2.67616], [1.09462, -1.81613, 3.42782], [-3.06644, 1.10787, -0.64645], [0.50156, 0.42146, -0.85983], [-0.23475, 4.17239, 0.96885], [-1.55598, 3.75066, 1.61174], [-2.97730, -0.41089, -0.47839], [2.28969, -4.22309, -1.92161], [1.98970, -4.19934, -0.57113], [1.53831, -1.83653, -0.72051], [1.65419, -1.76516, 2.01318], [2.36661, 1.44134, -0.45249], [2.56711, -5.15680, -2.38666], [3.20235, -2.20106, -4.39760], [-1.35026, 3.09103, 2.45494], [0.36805, 4.71120, 1.71072], [1.85868, 1.56273, -2.14284], [-0.34977, 0.81048, -0.28837], [-1.64262, 0.88805, 2.27357], [3.15418, -3.96977, -4.39617], [1.57042, -2.61730, 3.98504], [-3.40515, 1.08500, 2.08106], [-3.31152, -1.19970, 1.54080], [-2.04276, 4.64801, 1.99816], [0.02396, -2.00056, 3.38797], [1.69304, -3.04229, -4.73429], [-1.61912, -1.12450, 1.06466], [-0.41281, 4.83443, 0.11713], [-2.45049, 3.56650, -0.33290], [1.27320, -0.86548, 3.92078], [2.75429, -1.64481, 2.05025], [0.12446, 0.01579, -1.79808], [-2.70287, 1.45035, -1.61739], [2.02743, -5.09500, 0.02768], [-4.11381, 1.43889, -0.53443], [-3.54966, 3.18604, 1.01200], [-3.92989, -0.88518, -0.70922], [-2.22490, -0.83236, -1.14333], [1.85962, -0.96490, -2.64979], [0.60244, 2.24698, 1.09612]],
  "forces_ev_per_angstrom": [[-0.01, 0.15, 0.15], [-0.14, 0.26, -0.38], [-0.26, -0.02, -0.18], [-0.20, -0.07, -0.06], [-0.03, 0.09, 0.47], [-0.23, -0.12, 0.02], [0.21, -0.03, -0.28], [-0.09, 0.01, -0.01], [0.08, 0.14, 0.15], [0.08, -0.04, 0.20], [-0.15, 0.15, -0.15], [0.48, -0.44, 0.00], [0.02, -0.12, 0.11], [0.02, 0.07, 0.09], [0.15, -0.38, 0.03], [-0.02, -0.03, 0.06], [0.16, 0.02, -0.37], [-0.04, -0.03, -0.14], [0.00, 0.21, 0.06], [-0.13, 0.22, 0.14], [0.07, 0.00, -0.39], [-0.04, 0.07, -0.05], [0.00, 0.10, -0.02], [-0.09, 0.23, 0.20], [0.11, -0.47, 0.16], [0.18, 0.29, 0.51], [0.00, -0.03, -0.01], [0.05, -0.10, -0.06], [0.06, 0.03, -0.08], [-0.06, 0.02, 0.15], [-0.07, 0.05, -0.13], [0.01, 0.07, 0.06], [0.12, -0.10, -0.16], [-0.11, 0.01, 0.08], [0.05, -0.04, -0.07], [0.05, -0.07, 0.03], [-0.01, 0.03, -0.02], [0.05, -0.04, 0.03], [0.01, -0.02, 0.09], [-0.10, 0.01, 0.02], [-0.01, -0.01, -0.11], [0.02, -0.05, 0.03], [0.03, -0.01, 0.15], [-0.07, 0.06, 0.02], [0.00, 0.01, 0.05], [-0.21, -0.02, -0.06], [-0.01, 0.00, 0.08], [-0.09, 0.04, -0.04], [0.02, -0.11, 0.10], [0.03, 0.03, -0.01], [0.05, -0.05, -0.10], [0.03, -0.03, -0.07], [0.00, -0.04, -0.04], [-0.02, 0.16, -0.06], [0.05, -0.04, -0.21]],
  "lowdin_charge": [0.062, 0.050, 0.013, 0.040, 0.070, -0.197, -0.202, -0.050, -0.198, -0.189, -0.049, -0.508, 0.030, -0.147, -0.371, -0.277, -0.009, -0.192, -0.120, -0.176, -0.155, -0.154, -0.045, 0.011, -0.115, -0.261, 0.129, 0.111, 0.080, 0.104, 0.119, 0.114, 0.096, 0.097, 0.075, 0.086, 0.124, 0.106, 0.111, 0.089, 0.085, 0.089, 0.118, 0.127, 0.085, 0.172, 0.126, 0.121, 0.121, 0.119, 0.119, 0.104, 0.094, 0.116, 0.102],
  "lumo_ev": 0.71,
  "smiles": "Cc1ccc2c(c1)N(CCC(=O)NCCCN1CCCC1)C(=O)[C@@H](C)O2",
  "total_charge": 0,
  "homo_ev": -8.4,
  "homo_lumo_gap_ev": 9.074
}

***

Energy relative to the best compared isomer or geometry (same formula, charge and spin) / kcal per mole: 207.70; 30.52; 42.94; 34.49
Electronic energy / Ha: -720.10375; -707.04476; -1498.44025; -1169.54294